[1]
Density functional theory data (the ωB97M-V functional and the def2-TZVPD basis) for 4 unconnected molecules or ions with the total composition CH10N2O3 at a distorted geometry.

Summary:
energy above the lowest of the compared OMol25 structures with the same formula, charge and spin = 35.7 kcal per mole
calculated total energy = -10321.02699 eV
gap between HOMO and LUMO = 9.94 eV
HOMO energy = -0.33578 Eh

XYZ file:
```
16
Properties=species:S:1:pos:R:3:forces:R:3
H 2.697417 -1.961318 1.623257 -0.7 -0.7 1.1
N 1.839948 -1.466278 1.447635 -0.1 2.7 -1.7
C 0.918762 -1.964145 0.736727 0.2 -2.4 0.6
N 0.204436 -1.471115 -0.335331 0.4 0.9 1.6
H 0.570893 -2.984356 1.000990 0.5 -0.3 -0.9
H -0.344740 -2.186180 -0.755473 -0.8 -0.1 -0.1
H -0.232461 -0.561204 -0.222896 0.2 0.0 -0.6
O 0.115701 1.720367 -1.206189 -1.0 -0.3 -0.2
H 0.405301 1.547965 -0.308654 0.3 0.4 0.4
H 0.813809 2.110540 -1.719660 0.5 0.1 0.0
O 0.169613 1.256604 1.750571 -0.7 0.6 -0.7
H 0.788336 0.525915 1.751770 0.6 -0.4 0.8
H 0.045250 1.672546 2.612161 0.4 -0.5 -0.2
O -2.775614 0.940343 -2.048377 0.1 0.1 0.4
H -2.633993 1.323032 -2.911452 -0.1 0.0 -0.5
H -2.064693 1.352202 -1.537860 0.1 -0.1 0.1
```
Positions in Å, forces in eV/Å.

[2]
Density functional theory data (the ωB97M-V functional and the def2-TZVPD basis) for 2 unconnected molecules or ions with the total composition CH10N4O at a distorted geometry.

Summary:
energy above the lowest of the compared OMol25 structures with the same formula, charge and spin = 41.1 kcal per mole
calculated total energy = -9202.94704 eV
gap between HOMO and LUMO = 8.68 eV
HOMO energy = -0.28550 Eh

XYZ file:
```
16
Properties=species:S:1:pos:R:3:forces:R:3
C -1.811023 -1.063579 0.138404 0.0 0.3 -0.5
N -1.023164 0.100598 0.531891 -0.3 1.9 -1.4
N -0.735330 1.140856 -0.605861 -0.7 -1.9 1.9
H -2.762701 -0.789050 -0.333020 0.0 -0.1 0.0
H -1.213885 -1.638965 -0.570015 -0.1 -0.1 0.0
H -2.017460 -1.679775 1.013940 0.1 0.1 0.0
H -1.492016 0.623058 1.269766 0.2 0.0 -0.3
H -1.590312 1.262846 -1.157086 0.2 -0.2 0.2
H -0.060972 0.641432 -1.189048 0.0 0.0 0.0
N 2.220744 0.959528 0.344092 -0.6 0.5 0.1
N 1.657116 -0.320302 0.479793 -2.2 -0.6 0.9
O 1.610803 -0.869766 -0.857107 -0.3 -0.1 -0.3
H 2.703341 1.181505 1.207158 -0.1 0.0 -0.1
H 1.507875 1.668650 0.128221 0.3 -0.2 0.3
H 0.470495 -0.298915 0.735519 3.6 0.4 -0.9
H 2.536487 -0.918123 -1.136649 -0.1 0.0 0.2
```
Positions in Å, forces in eV/Å.

[3]
Density functional theory data (the ωB97M-V functional and the def2-TZVPD basis) for 4 unconnected molecules or ions with the total composition CH10NO4 at a distorted geometry.

Summary:
energy above the lowest of the compared OMol25 structures with the same formula, charge and spin = 10.0 kcal per mole
calculated total energy = -10876.59519 eV
gap between HOMO and LUMO (spin up / spin down) = 11.39 / 6.96 eV
2S+1 = 2
HOMO energy (spin up / spin down) = -0.39972 / -0.39660 Eh

XYZ file:
```
16
Properties=species:S:1:pos:R:3:forces:R:3
N -0.821509 0.913172 -1.840532 -0.1 0.0 0.5
C 0.231739 1.148059 -0.872134 -1.7 0.4 -1.9
O 0.433607 0.242887 0.108149 0.4 0.9 -0.2
H -0.645434 0.168033 -2.501371 0.1 -0.1 0.2
H -1.717541 0.787053 -1.384433 0.0 -0.2 -0.2
H 1.098052 1.402540 -1.496961 0.5 0.1 0.8
H -0.161475 2.059004 -0.357923 0.8 0.0 0.3
H -1.086979 -0.655431 0.725439 -0.1 -0.2 0.5
H -0.789004 -1.359283 2.051420 0.0 0.1 0.0
O -1.487568 -1.221864 1.402531 -0.2 0.0 -0.2
H 0.394461 -1.170611 -0.594764 0.0 -1.2 -0.4
H -0.448507 -2.402861 -0.401000 0.1 -0.1 -0.1
O 0.261656 -2.071027 -0.969288 0.0 0.3 0.1
H 0.961267 0.955104 1.686127 -0.2 0.2 0.5
H 2.240943 0.364628 1.992015 0.2 0.0 0.5
O 1.536291 0.840597 2.452724 0.3 -0.1 -0.4
```
Positions in Å, forces in eV/Å.

Which of these has the lowest energy above the lowest of the compared OMol25 structures with the same formula, charge and spin?
CH10NO4

Repeat the third record exactly.
Density functional theory data (the ωB97M-V functional and the def2-TZVPD basis) for 4 unconnected molecules or ions with the total composition CH10NO4 at a distorted geometry.

Summary:
energy above the lowest of the compared OMol25 structures with the same formula, charge and spin = 10.0 kcal per mole
calculated total energy = -10876.59519 eV
gap between HOMO and LUMO (spin up / spin down) = 11.39 / 6.96 eV
2S+1 = 2
HOMO energy (spin up / spin down) = -0.39972 / -0.39660 Eh

XYZ file:
```
16
Properties=species:S:1:pos:R:3:forces:R:3
N -0.821509 0.913172 -1.840532 -0.1 0.0 0.5
C 0.231739 1.148059 -0.872134 -1.7 0.4 -1.9
O 0.433607 0.242887 0.108149 0.4 0.9 -0.2
H -0.645434 0.168033 -2.501371 0.1 -0.1 0.2
H -1.717541 0.787053 -1.384433 0.0 -0.2 -0.2
H 1.098052 1.402540 -1.496961 0.5 0.1 0.8
H -0.161475 2.059004 -0.357923 0.8 0.0 0.3
H -1.086979 -0.655431 0.725439 -0.1 -0.2 0.5
H -0.789004 -1.359283 2.051420 0.0 0.1 0.0
O -1.487568 -1.221864 1.402531 -0.2 0.0 -0.2
H 0.394461 -1.170611 -0.594764 0.0 -1.2 -0.4
H -0.448507 -2.402861 -0.401000 0.1 -0.1 -0.1
O 0.261656 -2.071027 -0.969288 0.0 0.3 0.1
H 0.961267 0.955104 1.686127 -0.2 0.2 0.5
H 2.240943 0.364628 1.992015 0.2 0.0 0.5
O 1.536291 0.840597 2.452724 0.3 -0.1 -0.4
```
Positions in Å, forces in eV/Å.